No. 1
The following is a DFT calculation (ωB97M-V with the def2-TZVPD basis set) of a 2-piece molecular cluster, C4H12N6S overall in a non-equilibrium geometry.

Geometry as XYZ:
```
23
Properties=species:S:1:pos:R:3:forces:R:3
C 0.7704 1.0014 0.1122 -1.714 0.008 0.470
C 4.0837 0.2994 0.3776 1.518 -0.361 -2.724
C -1.7404 1.4290 0.1845 1.221 0.887 -0.571
C -0.3975 -2.5944 -0.6110 -0.392 1.811 -3.144
N -0.6252 0.8099 0.5246 1.789 -1.312 0.581
N 1.5899 0.0309 -0.0688 -1.273 2.236 0.609
N 0.9539 2.3664 0.0488 0.302 -0.117 -0.728
N -2.0304 2.6165 -0.2667 1.788 0.713 -0.209
N 1.4030 -1.2897 0.2642 1.248 0.096 0.169
N 0.1403 -1.8121 0.5013 -1.367 -0.225 -1.001
S 4.9749 0.4711 -0.8194 -0.868 0.162 1.825
H 3.3916 -0.0955 1.0776 -0.160 0.146 1.067
H -2.5770 0.8764 0.2437 -2.773 -2.424 0.625
H 0.4790 -3.2313 -1.0487 -2.045 1.069 0.194
H -1.2969 -3.1682 -0.3868 0.579 -0.480 0.828
H -0.9531 -1.8025 -1.3081 1.922 -1.745 0.432
H 0.8454 2.8275 0.9323 0.135 0.331 0.220
H 1.5636 2.7817 -0.6156 0.742 0.200 -0.230
H -1.3026 3.2998 -0.3197 0.497 0.377 -0.245
H -2.8555 2.8709 -0.7901 -0.505 -0.497 0.464
H 2.0814 -1.7167 -0.3698 -0.944 -1.232 0.221
H -0.0040 -2.4768 1.2255 1.537 0.030 1.806
H -0.6183 -0.1441 0.9554 -1.239 0.327 -0.658
```
Positions in Å, forces in eV/Å.

Charge: +2
Relative energy (zero: lowest compared OMol25 entry of this formula, charge and spin) (kcal/mol): 123.74
Total energy (a.u.): -885.5433
Kohn-Sham gap (eV): 6.52



No. 2
The following is a DFT calculation (ωB97M-V with the def2-TZVPD basis set) of C5H8O as an isolated structure in a non-equilibrium geometry.

Geometry as XYZ:
```
14
Properties=species:S:1:pos:R:3:forces:R:3
C 0.1144 0.7772 1.5514 -0.569 -0.351 -0.911
C 1.4040 0.4568 0.9134 -0.128 -0.427 -1.460
C 0.4596 0.0728 -0.2694 -0.487 0.400 2.142
C -0.2905 -1.1833 -0.7856 0.002 0.074 0.695
C -1.1764 -0.1280 -1.4561 -0.025 0.024 0.079
O -0.0755 0.8260 -1.3368 0.288 0.381 0.743
H -0.1197 1.8407 1.7091 -0.078 -0.511 -0.713
H -0.2314 0.1825 2.4092 0.143 -0.152 -0.761
H 1.9086 -0.4001 1.3710 0.056 0.097 -0.509
H 2.0860 1.2929 0.7619 0.033 -0.183 -0.242
H -0.6793 -1.8111 0.0021 -0.435 -0.178 0.058
H 0.1512 -1.8356 -1.5667 0.524 0.664 0.593
H -1.5410 -0.2815 -2.4844 0.507 0.125 0.294
H -2.0100 0.1906 -0.8190 0.170 0.037 -0.007
```
Positions in Å, forces in eV/Å.

Charge: 0
Relative energy (zero: lowest compared OMol25 entry of this formula, charge and spin) (kcal/mol): 94.83
Total energy (a.u.): -270.4068
Kohn-Sham gap (eV): 8.86



No. 3
The following is a DFT calculation (ωB97M-V with the def2-TZVPD basis set) of C28H48As2N2O2PS3W as an isolated structure.

Geometry as XYZ:
```
87
Properties=species:S:1:pos:R:3:forces:R:3
W 0.6540 -0.2424 0.0405 -0.101 0.514 -0.397
C 2.4742 -2.0597 3.3907 0.032 -0.029 -0.037
C 2.2607 -3.0108 2.2091 -0.025 0.031 0.070
C 1.2957 -4.1411 2.5479 -0.054 0.049 -0.026
C 1.9671 -2.3258 0.8917 0.006 -0.050 0.111
C 0.9025 -2.6967 0.0371 0.006 -0.002 -0.068
C 0.8811 -2.3380 -1.3222 -0.113 -0.108 0.199
C 1.8945 -1.5466 -1.8864 0.072 0.003 0.046
C 2.0279 -1.3621 -3.3528 0.007 0.046 -0.016
C 2.7983 -0.9651 -0.9742 -0.084 -0.089 0.021
C 2.8461 -1.3612 0.3766 0.061 0.083 0.057
H 2.7993 -2.6400 4.2524 0.002 0.011 0.012
H 1.5540 -1.5402 3.6589 -0.011 -0.002 -0.007
H 3.2563 -1.3257 3.1978 -0.003 0.004 0.006
H 3.2381 -3.4695 2.0006 -0.006 -0.026 -0.022
H 0.3031 -3.7608 2.8007 0.056 -0.035 -0.012
H 1.6669 -4.6776 3.4194 0.014 0.004 0.005
H 1.2068 -4.8714 1.7416 0.007 -0.001 0.004
H 0.1296 -3.3501 0.4122 0.010 -0.070 -0.012
H 0.0795 -2.7094 -1.9470 0.038 -0.015 -0.042
H 2.6409 -2.1943 -3.7201 0.008 0.006 0.009
H 2.5429 -0.4383 -3.6103 -0.018 0.002 0.005
H 1.0693 -1.4109 -3.8627 -0.009 0.006 0.002
H 3.5219 -0.2535 -1.3474 0.009 -0.031 -0.002
H 3.6389 -0.9821 1.0107 0.021 -0.015 -0.022
C -0.7597 2.1239 3.0336 -0.010 -0.033 0.025
As -0.6965 1.9631 1.1007 0.104 -0.128 0.054
C -2.5435 2.1801 0.6233 -0.047 -0.043 -0.019
C 0.2649 3.5475 0.6359 0.087 -0.029 -0.013
C -0.3413 4.7786 0.4398 -0.020 -0.044 0.015
C 0.4592 5.9074 0.2867 0.004 0.013 -0.004
C 1.8409 5.8014 0.3444 0.001 0.009 -0.008
C 2.4483 4.5643 0.5385 -0.004 -0.027 0.004
C 1.6495 3.4366 0.6801 -0.015 0.001 -0.022
As 2.4090 1.6848 0.9313 -0.065 -0.050 0.055
C 2.9573 1.5056 2.7816 0.034 -0.034 0.017
C 4.0945 1.7883 -0.0096 0.011 -0.003 -0.025
H -0.9593 3.1790 3.2248 0.005 0.012 -0.011
H 0.1824 1.8540 3.5035 -0.010 -0.003 -0.005
H -1.5673 1.5206 3.4385 0.010 0.008 0.000
H -2.9072 3.0202 1.2169 0.004 0.011 0.004
H -3.0876 1.2812 0.9050 -0.002 0.010 0.007
H -2.6646 2.3779 -0.4365 0.007 0.014 -0.005
H -1.4197 4.8769 0.4143 0.002 0.015 -0.001
H -0.0009 6.8741 0.1296 -0.001 -0.001 0.003
H 2.4557 6.6846 0.2323 0.000 -0.002 0.004
H 3.5283 4.5117 0.5763 0.005 0.003 -0.007
H 3.1643 2.5049 3.1652 -0.021 0.020 -0.029
H 3.8756 0.9206 2.8186 -0.008 -0.007 0.014
H 2.1925 1.0273 3.3866 0.010 -0.007 0.003
H 4.6500 2.6082 0.4456 -0.005 0.010 0.011
H 3.9369 2.0125 -1.0635 0.008 0.002 0.003
H 4.6888 0.8853 0.1189 -0.008 0.007 0.001
C -3.3671 3.5856 -3.9247 0.010 -0.006 -0.003
C -1.9467 3.1727 -3.6756 -0.022 0.007 -0.001
O -1.9585 2.0419 -2.6724 -0.002 -0.033 -0.008
P -0.9338 0.8886 -2.6140 -0.017 0.055 0.053
S -1.5476 -0.3859 -1.1408 0.071 0.001 0.020
S 0.8771 1.3940 -1.8218 -0.086 0.018 -0.043
O -0.7167 0.2663 -4.0076 0.052 -0.002 0.015
C -1.7805 0.0237 -5.0527 -0.017 -0.015 -0.014
C -1.7075 -1.4110 -5.4848 0.003 0.005 0.001
H -3.3596 4.4226 -4.6247 -0.003 0.001 0.001
H -3.8528 3.9178 -3.0086 0.002 0.001 0.000
H -3.9496 2.7809 -4.3711 0.003 0.002 0.001
H -1.3480 3.9521 -3.2096 0.005 0.002 0.000
H -1.4461 2.8091 -4.5713 0.005 -0.001 -0.003
H -1.5298 0.7155 -5.8523 0.002 0.003 0.004
H -2.7412 0.2906 -4.6145 -0.001 0.000 -0.002
H -0.7304 -1.6496 -5.9028 -0.002 0.002 -0.001
H -2.4474 -1.5684 -6.2711 -0.001 -0.003 0.001
H -1.9422 -2.0928 -4.6669 -0.003 0.003 0.001
S -0.7291 -0.8337 2.0240 0.038 -0.008 0.034
C -1.7364 -2.2952 2.0742 -0.006 -0.011 -0.089
N -2.2556 -2.8828 1.0106 -0.016 -0.026 0.073
C -3.2084 -4.0178 1.1083 -0.009 -0.005 0.004
C -2.9425 -4.7872 2.3879 0.009 0.007 -0.003
C -2.9372 -3.8379 3.5712 -0.007 -0.017 0.016
N -2.0039 -2.7226 3.2867 -0.025 -0.013 0.010
H -2.1828 -2.4099 0.1241 0.020 0.021 -0.032
H -3.0643 -4.6429 0.2295 0.000 0.005 -0.004
H -4.2235 -3.6186 1.0844 0.003 -0.004 0.001
H -1.9877 -5.3140 2.3237 -0.017 0.002 -0.001
H -3.7188 -5.5378 2.5249 0.000 -0.008 0.006
H -2.5883 -4.3270 4.4778 -0.004 0.005 0.004
H -3.9264 -3.4216 3.7657 0.001 0.000 -0.001
H -1.5664 -2.2522 4.0668 0.008 0.000 0.000
```
Positions in Å, forces in eV/Å.

Charge: +4
Spin multiplicity: 2
Relative energy (zero: lowest compared OMol25 entry of this formula, charge and spin) (kcal/mol): 0.00
Total energy (a.u.): -7428.9967
Kohn-Sham gap (spin up / spin down) (eV): 7.44 / 6.00



No. 4
The following is a DFT calculation (ωB97M-V with the def2-TZVPD basis set) of C15H20CrN2S4Si as an isolated structure.

Geometry as XYZ:
```
43
Properties=species:S:1:pos:R:3:forces:R:3
Cr -0.7254 -0.6769 0.8756 -0.407 -0.022 -0.231
C 2.7260 -2.1907 0.3209 -0.020 0.008 0.019
C 2.4270 -0.7866 -0.1133 0.034 0.009 -0.019
C 3.3453 -0.0115 -0.8196 0.003 -0.001 0.009
C 2.9762 1.2698 -1.2036 -0.019 -0.008 0.014
C 1.7219 1.7694 -0.8994 0.071 0.091 -0.053
C 0.8456 0.9467 -0.1832 0.191 -0.165 -0.022
N 1.2382 -0.2937 0.1967 0.003 0.083 -0.010
N -0.4433 1.1629 0.1969 -0.002 -0.001 0.340
Si -0.9933 2.7594 0.6170 -0.049 0.161 -0.008
C -1.1113 3.8779 -0.9067 0.059 -0.065 0.054
C 0.2603 3.5177 1.8047 -0.110 -0.011 -0.066
C -2.6731 2.7697 1.4279 0.121 -0.057 -0.013
H 3.5576 -2.2017 1.0281 0.004 -0.008 0.002
H 3.0012 -2.8050 -0.5378 0.000 0.000 -0.009
H 1.8489 -2.6229 0.7990 0.021 -0.012 0.000
H 4.3200 -0.4120 -1.0631 0.000 -0.013 0.001
H 3.6727 1.8861 -1.7605 0.008 0.000 -0.001
H 1.4154 2.7558 -1.2210 0.022 -0.082 0.022
H -0.1363 4.2200 -1.2621 -0.040 -0.014 0.000
H -1.7017 4.7671 -0.6728 -0.015 0.012 0.028
H -1.6063 3.3559 -1.7279 -0.010 -0.016 -0.017
H 1.2584 3.5719 1.3655 0.003 -0.004 -0.015
H 0.3270 2.9109 2.7105 -0.016 -0.015 0.003
H -0.0376 4.5289 2.0933 -0.001 0.019 0.005
H -3.4320 2.2949 0.8077 -0.011 -0.025 -0.030
H -2.9632 3.8093 1.6098 0.012 0.005 -0.003
H -2.6567 2.2428 2.3826 0.000 -0.045 0.012
S -3.0227 -0.7637 1.3114 0.105 -0.069 0.035
S -2.9834 -0.5796 3.3762 -0.017 0.036 0.071
S -1.6719 -2.0501 3.9163 -0.055 0.048 -0.074
S 0.0207 -1.4901 2.8117 0.159 0.142 0.020
C -0.8254 -4.2949 -2.3416 0.004 -0.005 -0.030
C -0.2793 -3.0694 -2.6963 -0.009 -0.043 -0.022
C -0.2398 -2.0315 -1.7722 0.038 0.080 -0.016
C -0.7598 -2.1708 -0.4826 -0.043 0.035 -0.051
C -1.3203 -3.4107 -0.1567 -0.028 -0.021 0.075
C -1.3436 -4.4620 -1.0639 0.016 -0.003 -0.011
H -0.8509 -5.1114 -3.0542 0.006 0.004 -0.002
H 0.1267 -2.9231 -3.6916 -0.006 0.002 -0.004
H 0.2148 -1.0911 -2.0748 -0.027 -0.027 0.004
H -1.7511 -3.5532 0.8289 0.009 -0.003 -0.015
H -1.7752 -5.4141 -0.7756 -0.004 0.000 0.006
```
Positions in Å, forces in eV/Å.

Charge: -1
Spin multiplicity: 2
Relative energy (zero: lowest compared OMol25 entry of this formula, charge and spin) (kcal/mol): 0.00
Total energy (a.u.): -3619.9831
Kohn-Sham gap (spin up / spin down) (eV): 6.81 / 6.92



No. 5
The following is a DFT calculation (ωB97M-V with the def2-TZVPD basis set) of C7H8 as an isolated structure in a non-equilibrium geometry.

Geometry as XYZ:
```
15
Properties=species:S:1:pos:R:3:forces:R:3
C 0.8756 1.3558 0.0283 -0.457 -1.032 0.530
C 0.4718 -0.5447 -0.0676 0.135 1.072 0.331
C -1.0043 -0.9981 0.0533 0.086 0.382 0.038
C -1.4861 -0.7820 1.4155 -0.245 0.147 0.559
C -1.8321 -0.5859 2.5510 0.108 -0.054 -0.437
C 0.9726 -0.5145 -1.4262 0.222 0.497 -0.360
C 1.4254 0.1690 -2.3188 -0.098 -1.136 -0.392
H 0.1817 1.5320 -0.7753 0.472 0.347 -0.493
H 0.8786 2.2893 0.6512 -0.698 -1.537 0.925
H 1.9084 1.1348 -0.1796 0.028 0.424 -0.600
H 1.1008 -1.1597 0.5949 -0.136 0.596 -0.068
H -1.6133 -0.4349 -0.6626 0.046 0.039 0.154
H -1.1654 -2.0624 -0.2085 0.498 0.425 0.048
H -2.1459 -0.3956 3.5518 0.031 -0.052 -0.114
H 1.8418 0.6966 -3.1425 0.009 -0.117 -0.121
```
Positions in Å, forces in eV/Å.

Charge: 0
Relative energy (zero: lowest compared OMol25 entry of this formula, charge and spin) (kcal/mol): 150.35
Total energy (a.u.): -271.2919
Kohn-Sham gap (eV): 10.73



No. 6
The following is a DFT calculation (ωB97M-V with the def2-TZVPD basis set) of a 2-piece molecular cluster, C2H10F2Si3 overall in a non-equilibrium geometry.

Geometry as XYZ:
```
17
Properties=species:S:1:pos:R:3:forces:R:3
C 1.1095 0.1822 2.0016 -1.185 -0.292 0.366
Si 1.5990 -0.6640 0.4458 -0.226 -1.251 1.256
Si 0.6004 -2.7027 0.9563 0.529 -2.289 -0.863
F 1.7771 -3.0813 2.0236 -0.061 0.631 1.434
F 1.3725 -3.7374 -0.0931 -1.112 0.169 -0.684
H 0.3584 0.9156 1.7042 0.160 0.545 -0.022
H 0.6427 -0.3287 2.8548 0.285 -0.442 -0.508
H 1.9903 0.6520 2.3534 0.874 1.061 0.458
H 2.1156 0.3956 -0.2746 0.775 1.910 -1.453
C -1.9717 0.4520 -0.8934 -2.816 0.067 -1.290
Si -1.0557 1.6226 -2.0822 1.342 -0.515 1.549
H -2.8975 -0.1450 -1.3958 2.254 1.434 1.250
H -1.2381 -0.2504 -0.5806 0.497 -0.979 0.280
H -2.3400 0.9639 0.0261 0.181 -0.273 -0.743
H 0.3515 1.7373 -1.3489 -1.247 0.173 -0.775
H -1.6323 2.9362 -2.3082 -0.248 0.399 0.125
H -0.7817 1.0522 -3.3891 -0.004 -0.347 -0.380
```
Positions in Å, forces in eV/Å.

Charge: 0
Relative energy (zero: lowest compared OMol25 entry of this formula, charge and spin) (kcal/mol): 46.82
SMILES string: C[SiH]=[Si](F)F.C[SiH3]
Total energy (a.u.): -1150.3657
Kohn-Sham gap (eV): 6.45



No. 7
The following is a DFT calculation (ωB97M-V with the def2-TZVPD basis set) of C18H15AuN2O7S2Se as an isolated structure in a non-equilibrium geometry.

Geometry as XYZ:
```
46
Properties=species:S:1:pos:R:3:forces:R:3
Au -0.8918 -0.8143 0.9526 0.162 -0.892 -0.515
O 1.2986 0.4522 3.8607 0.259 0.198 -0.209
S 0.7671 0.7589 2.5630 0.151 -0.422 1.140
O -0.6649 1.0239 2.5398 0.382 0.449 0.225
O 1.0138 -0.3962 1.5929 -0.071 0.093 0.088
C 1.8119 2.0096 1.8393 -0.089 -0.457 0.536
C 3.0854 2.0894 2.3820 0.018 -0.057 0.084
C 4.0467 2.8841 1.7809 -0.062 0.068 -0.065
C 3.7237 3.6076 0.6435 -0.071 0.011 0.175
C 2.4407 3.5399 0.1246 0.082 0.016 -0.030
C 1.4886 2.7213 0.7090 -0.542 0.351 -0.473
S -0.1664 2.7984 0.0133 -0.615 0.355 -0.524
O -0.9669 3.5241 0.9580 0.159 -0.087 0.052
O -0.0009 3.3958 -1.2911 0.215 -0.007 -0.083
O -0.6475 1.3796 -0.1386 0.090 0.929 0.010
H 3.2945 1.5090 3.2658 0.112 -0.014 0.088
H 5.0415 2.9396 2.1977 0.052 -0.010 0.057
H 4.4655 4.2374 0.1741 0.029 0.042 -0.063
H 2.1482 4.1077 -0.7430 0.025 0.064 -0.117
Se -0.0693 -0.3254 -1.6660 -0.006 -0.306 0.002
C 1.7160 0.2807 -1.6382 0.185 -0.183 -0.035
C 2.6615 -0.3020 -0.8009 -0.149 -0.038 0.062
C 3.9617 0.1669 -0.8242 0.110 -0.081 -0.022
C 4.3278 1.1778 -1.6983 -0.098 -0.026 -0.038
C 3.3803 1.7461 -2.5353 0.102 -0.033 -0.093
C 2.0715 1.3057 -2.5117 -0.263 -0.077 0.007
H 2.3662 -1.0881 -0.1225 0.091 0.014 -0.006
H 4.6948 -0.2663 -0.1614 0.073 -0.066 0.069
H 5.3508 1.5211 -1.7333 0.082 0.056 0.048
H 3.6657 2.5339 -3.2135 0.003 0.134 -0.090
H 1.3178 1.7612 -3.1369 0.008 0.076 -0.051
N -5.8297 -5.4838 -0.4767 -0.069 -0.328 0.147
C -5.7729 -4.2378 -0.9972 0.055 -0.129 0.075
O -6.5090 -3.8519 -1.8751 -0.042 0.196 -0.108
C -4.7070 -3.3485 -0.4122 0.281 0.421 0.049
C -4.2780 -2.2612 -1.1697 -0.135 -0.253 0.171
C -3.2631 -1.4585 -0.6879 -0.339 0.097 -0.408
N -2.6798 -1.6851 0.4869 -0.059 -0.049 -0.087
C -3.1313 -2.6782 1.2519 -0.160 -0.277 0.300
C -4.1380 -3.5329 0.8450 -0.074 0.142 -0.283
H -6.5023 -6.1265 -0.8641 0.045 0.068 0.005
H -5.1306 -5.8455 0.1474 -0.040 0.036 -0.077
H -4.7457 -2.0738 -2.1238 0.023 0.078 -0.070
H -2.9036 -0.6028 -1.2429 0.006 -0.016 -0.055
H -2.6698 -2.7824 2.2217 0.067 -0.059 0.035
H -4.4718 -4.3105 1.5144 0.017 -0.027 0.078
```
Positions in Å, forces in eV/Å.

Charge: 0
Spin multiplicity: 3
Total energy (a.u.): -4664.5405
Kohn-Sham gap (spin up / spin down) (eV): 7.07 / 6.21



No. 8
The following is a DFT calculation (ωB97M-V with the def2-TZVPD basis set) of C5H15O3 as an isolated structure in a non-equilibrium geometry.

Geometry as XYZ:
```
23
Properties=species:S:1:pos:R:3:forces:R:3
C 1.9392 0.1868 0.3369 -3.420 1.298 -5.103
O 1.9573 1.5644 0.0938 -0.757 0.164 -0.914
C 0.4983 -0.2438 0.7886 4.455 -1.767 1.870
C -0.3116 -0.7659 -0.3658 -3.250 0.792 1.269
C -1.7497 -0.5403 0.1751 -0.619 -0.686 -2.948
C 0.0345 -2.1881 -0.6066 -0.918 -1.589 -2.167
H 2.1291 -0.4390 -0.7409 -0.057 1.145 2.348
H 2.7304 0.0277 0.9309 2.680 -1.422 2.609
H 0.1673 0.5114 1.5004 -0.703 0.102 -0.900
H 0.7516 -1.1154 1.5450 -0.891 0.869 -1.422
H -0.2784 -0.2364 -1.3353 0.669 -0.273 0.919
H -2.5578 -0.8709 -0.4979 0.279 -0.559 -0.260
H -1.8809 -1.0735 1.0549 -0.241 -0.859 1.977
H -2.0213 0.4754 0.2761 0.438 1.181 0.618
H -0.1118 -2.9113 0.1828 0.617 0.264 0.883
H 1.0168 -2.1235 -1.0447 0.793 -0.804 0.373
H -0.5617 -2.7268 -1.4044 0.148 1.075 0.269
H -0.1209 2.4410 1.3945 1.499 0.030 0.041
H -1.0282 2.4747 0.1661 0.484 -0.438 0.931
O -1.0299 2.4438 1.1690 -2.116 0.867 -0.359
H 0.9347 1.8183 -0.6654 0.053 -0.527 0.624
H -0.3160 1.3927 -1.8140 -1.039 -4.482 -6.418
O -0.1909 1.8989 -1.1392 1.897 5.618 5.763
```
Positions in Å, forces in eV/Å.

Charge: -1
Relative energy (zero: lowest compared OMol25 entry of this formula, charge and spin) (kcal/mol): 51.67
Total energy (a.u.): -425.1668
Kohn-Sham gap (eV): 7.86